(1)
The following is a quantum chemistry calculation of C28H32N8O3STc as an isolated structure, from OMol25.

```
73
Properties=species:S:1:pos:R:3:forces:R:3
Tc 0.8384 0.4643 0.1941 -0.428 0.285 0.076
O -2.2846 2.0612 -1.9740 0.019 0.035 -0.009
C -1.2178 1.7796 -1.4948 -0.005 0.040 -0.082
N -1.0000 1.2593 -0.2295 0.207 0.155 -0.055
C -2.0048 1.4343 0.7477 -0.192 -0.005 -0.046
O -2.7363 2.3825 0.7996 0.098 -0.056 0.064
C -2.0879 0.2753 1.6910 -0.037 0.072 0.083
C -3.0881 0.2076 2.6456 0.053 -0.015 -0.046
C -3.1265 -0.9114 3.4605 0.015 -0.047 0.004
C -2.1700 -1.9027 3.2870 -0.017 0.033 -0.016
C -1.2018 -1.7356 2.3094 -0.006 -0.041 0.028
N -1.1643 -0.6675 1.5193 -0.034 0.029 0.101
C 0.0496 1.8679 -2.2962 -0.040 0.007 -0.036
C 0.0926 2.5245 -3.5089 -0.043 -0.040 0.057
C 1.3117 2.6358 -4.1575 0.048 -0.010 0.008
C 2.4433 2.0883 -3.5677 -0.018 -0.015 0.012
C 2.3197 1.4311 -2.3595 0.025 -0.014 -0.084
N 1.1362 1.3060 -1.7461 -0.008 0.052 0.022
H -3.8031 1.0136 2.7259 -0.011 0.017 -0.005
H -3.8911 -1.0135 4.2178 -0.012 -0.005 0.019
H -2.1739 -2.7940 3.8971 0.006 -0.028 0.018
H -0.4341 -2.4840 2.1505 0.037 -0.041 -0.005
H -0.8232 2.9427 -3.9022 -0.012 0.013 -0.003
H 1.3849 3.1570 -5.1017 0.003 0.008 -0.025
H 3.4159 2.1740 -4.0293 0.018 0.005 -0.009
H 3.1808 1.0095 -1.8599 0.018 0.006 0.016
C -1.2911 5.4006 2.4246 0.017 0.040 -0.018
C 0.1474 4.9316 2.5486 0.014 0.025 -0.017
N 0.2138 3.5657 3.0692 -0.007 -0.128 0.046
C 0.6754 2.4818 2.4664 0.023 0.050 0.070
S 1.4751 2.6325 0.8842 0.046 -0.098 -0.067
N 0.5851 1.3102 3.0627 -0.010 -0.005 -0.116
N 1.2022 0.3672 2.2794 0.137 -0.209 0.058
C 2.0361 -0.4764 2.7727 -0.069 0.119 0.018
C 2.3312 -0.6197 4.2222 -0.027 0.059 0.009
C 2.7697 -1.2380 1.7483 0.022 -0.046 -0.013
C 3.6576 -2.2556 2.0479 -0.067 0.083 -0.019
C 4.3495 -2.8698 1.0140 -0.011 0.014 -0.034
C 4.1162 -2.4611 -0.2881 -0.021 0.022 0.004
C 3.1959 -1.4536 -0.5157 0.042 -0.039 0.005
N 2.5550 -0.8310 0.4759 0.128 -0.082 0.081
H -1.3117 6.4188 2.0392 -0.011 0.018 0.001
H -1.7870 5.4065 3.3958 -0.009 -0.013 0.009
H -1.8561 4.7607 1.7474 -0.004 -0.017 -0.008
H 0.7178 5.5736 3.2213 -0.016 0.005 -0.027
H 0.6487 4.9468 1.5822 -0.017 0.009 0.025
H -0.1906 3.4019 3.9827 0.014 0.003 -0.013
H 1.7699 0.1117 4.7953 0.006 -0.017 -0.010
H 3.3983 -0.4878 4.4070 0.005 0.009 0.001
H 2.0582 -1.6219 4.5592 -0.004 -0.017 0.004
H 3.8057 -2.5588 3.0739 0.004 0.001 0.011
H 5.0550 -3.6610 1.2248 0.021 -0.020 0.003
H 4.6290 -2.9159 -1.1227 0.004 -0.007 -0.011
H 2.9477 -1.1462 -1.5214 0.007 0.001 -0.009
O 0.3430 -1.2949 -0.8875 0.211 -0.225 -0.032
C -0.6179 -1.9013 -1.4563 -0.067 0.137 -0.028
C -0.3356 -3.1989 -2.1466 0.030 -0.026 0.022
C -0.5206 -3.1027 -3.6710 0.011 -0.005 -0.007
C -1.9722 -3.2019 -4.1292 -0.006 0.005 0.003
C -2.8716 -2.0664 -3.6511 0.010 -0.015 0.021
C -3.0035 -1.9877 -2.1354 -0.045 -0.012 -0.006
N -1.8289 -1.3961 -1.4825 0.047 0.028 0.062
H -0.9984 -3.9689 -1.7406 -0.005 -0.014 -0.009
H 0.6871 -3.4758 -1.8950 -0.032 0.017 -0.001
H 0.0520 -3.9128 -4.1227 -0.016 -0.006 -0.004
H -0.0746 -2.1698 -4.0307 0.023 0.000 -0.017
H -2.3862 -4.1527 -3.7794 -0.007 -0.021 -0.011
H -1.9949 -3.2433 -5.2186 -0.002 0.019 -0.002
H -3.8718 -2.2046 -4.0624 -0.014 -0.020 -0.009
H -2.5114 -1.1037 -4.0250 -0.012 0.020 -0.004
H -3.1829 -2.9778 -1.7086 -0.018 0.010 -0.009
H -3.8444 -1.3566 -1.8532 0.017 -0.011 -0.031
H -1.9371 -0.5029 -1.0196 -0.029 -0.080 -0.012
```
Positions in Å, forces in eV/Å.

Values from the calculation:
**Lowest unoccupied orbital energy (spin up / spin down)**: -6.167 / -7.515 eV
**HOMO level (spin up / spin down)**: -0.51504 / -0.51376 hartree
**2S+1**: 4
**E_tot**: -2228.54076 Eh
**Net charge**: +2
**Expectation value of S²**: 3.780
**Orbital gap (spin up / spin down)**: 7.85 / 6.46 eV

Mulliken population analysis, charges in e, atoms 1 to 4: -0.22, -0.57, -0.32, 1.48

***

(2)
The following is a quantum chemistry calculation of C5H8O as an isolated structure, from OMol25.

```
14
Properties=species:S:1:pos:R:3:forces:R:3
O 1.6012 -0.5042 1.3922 -0.062 -0.056 -0.012
C 0.5465 -0.4685 0.6142 -0.066 -0.267 0.078
C -0.9562 -0.2440 0.8518 -0.108 -0.025 0.204
C -0.7441 0.1742 -0.6192 -0.192 0.096 -0.196
C 0.3668 1.1735 -0.2843 0.050 0.316 -0.107
C 0.2294 -1.0122 -0.7887 0.119 -0.158 -0.104
H 1.3609 0.5727 0.7176 0.085 0.159 -0.017
H -1.2371 0.5341 1.5666 0.040 -0.108 -0.124
H -1.5156 -1.1711 1.0151 0.111 0.121 -0.046
H -1.5457 0.4222 -1.3161 0.140 -0.064 0.137
H 1.0530 1.4024 -1.1063 -0.100 -0.032 0.128
H 0.0469 2.0543 0.2821 0.058 -0.135 -0.082
H -0.2189 -2.0113 -0.7790 0.054 0.159 0.034
H 1.0129 -0.9220 -1.5458 -0.129 -0.006 0.107
```
Positions in Å, forces in eV/Å.

Values from the calculation:
**Lowest unoccupied orbital energy**: 0.903 eV
**HOMO level**: -0.33610 hartree
**E_tot**: -270.36975 Eh
**Net charge**: 0
**Orbital gap**: 10.05 eV

Mulliken population analysis, charges in e, atoms 1 to 4: -0.76, 0.37, -0.48, -0.33

***

(3)
The following is a quantum chemistry calculation of C13H25HgO19S4 as an isolated structure, from OMol25.

```
62
Properties=species:S:1:pos:R:3:forces:R:3
Hg 1.4404 0.4796 -3.2898 -0.881 -1.268 2.469
C 0.1537 -0.5915 -0.1504 -1.157 -1.098 0.648
O 0.5375 -0.1269 -1.4037 1.163 1.814 -1.382
H -0.2131 0.2220 0.4916 0.440 0.421 -0.342
H -0.7208 -1.2563 -0.0925 0.094 -0.200 -0.610
H 0.9298 -1.1358 0.3948 0.288 0.072 -0.229
C 3.6455 0.3571 1.3221 0.161 -1.084 0.538
C 3.9909 1.5362 0.4539 0.155 0.937 0.044
O 4.3041 2.5642 1.4034 -0.432 0.008 0.724
S 3.2506 2.4563 2.6581 1.952 0.064 -0.036
O 2.0191 3.0904 2.3074 0.284 -0.403 0.103
O 3.9923 2.8211 3.8282 -1.194 -0.465 -1.108
O 3.1022 0.8505 2.5507 -0.792 1.083 0.133
H 4.5134 -0.1991 1.6833 0.296 0.098 -0.593
H 2.9631 -0.3593 0.8634 -0.235 0.247 0.050
H 3.2099 1.9618 -0.1795 -0.327 -0.601 -0.020
H 4.8620 1.3389 -0.1676 0.111 0.143 0.138
C -0.3714 3.8152 0.3860 -0.399 -0.834 0.881
C -1.0217 3.0746 1.5567 1.611 -0.312 0.916
O -2.3901 3.4425 1.5677 -0.719 0.245 -0.803
S -2.8654 3.8620 0.0655 0.044 -1.096 -0.557
O -3.2271 5.2422 0.0766 0.537 -0.844 0.018
O -3.7375 2.8883 -0.5470 1.012 1.009 1.025
O -1.3881 3.5517 -0.5711 -1.178 1.176 -1.041
H 0.5221 3.3047 0.0369 0.039 0.110 0.102
H -0.1782 4.8722 0.5732 -0.207 0.017 -0.163
H -0.5743 3.2599 2.5328 -0.250 0.471 -0.049
H -0.8843 1.9994 1.4081 -0.407 -0.006 -0.237
C -3.4985 -0.9897 -1.6191 0.715 -0.552 0.821
C -2.7980 -1.5695 -2.8468 0.601 2.670 -0.848
O -3.7935 -1.9999 -3.7414 -0.751 -1.111 -0.478
S -5.1569 -1.1965 -3.5220 -1.727 -0.386 1.061
O -6.3058 -2.0519 -3.6219 1.619 0.560 0.044
O -5.1733 0.0323 -4.2462 0.730 -0.397 0.367
O -4.8749 -0.9488 -1.9306 -0.376 -0.014 -0.654
H -3.1252 -0.0045 -1.3365 -0.127 0.159 -0.367
H -3.2592 -1.6296 -0.7657 -0.882 -0.131 0.130
H -2.0037 -2.2872 -2.6704 -0.442 -0.411 -0.037
H -2.3884 -0.6797 -3.3508 0.656 -0.334 0.046
C -3.8631 -0.1863 3.0650 0.224 -0.029 0.097
C -4.0151 -0.9272 4.3978 -0.949 0.035 -0.427
O -3.4239 -2.2118 4.2361 1.044 -0.893 -0.996
S -2.9397 -2.4769 2.6922 0.844 1.768 1.746
O -3.3917 -3.7262 2.2025 -0.071 0.516 0.046
O -1.5259 -2.1350 2.6482 -1.739 -0.328 -0.443
O -3.8392 -1.2600 2.1074 0.340 -0.853 -0.464
H -2.9693 0.4147 2.9008 0.181 -0.091 0.453
H -4.7240 0.4547 2.8938 -0.097 -0.232 -0.299
H -5.0744 -1.1591 4.5219 -0.051 0.369 0.227
H -3.6463 -0.3962 5.2709 0.324 -0.155 -0.072
O 3.4702 0.1756 -2.3845 -0.381 0.324 -0.713
C 4.0632 -0.9112 -2.4070 1.631 0.192 -0.074
O 5.3509 -0.9143 -2.6749 -1.054 -0.099 0.088
C 5.8956 -2.2684 -2.5618 0.502 0.128 0.262
C 4.7898 -3.1377 -1.9586 1.424 -0.365 0.039
C 3.5490 -2.2702 -2.1163 -0.314 -0.724 0.389
H 6.7525 -2.1343 -1.9066 0.109 -0.277 -0.155
H 6.2135 -2.5997 -3.5478 -0.010 0.258 -0.055
H 5.0784 -3.3939 -0.9375 -0.540 0.619 0.289
H 4.8574 -4.1333 -2.3975 -0.783 0.222 -0.562
H 2.9865 -2.2597 -1.1829 -0.472 0.116 -0.311
H 2.9187 -2.5407 -2.9685 -0.187 -0.259 0.232
```
Positions in Å, forces in eV/Å.

Values from the calculation:
**Lowest unoccupied orbital energy**: -8.376 eV
**HOMO level**: -0.47206 hartree
**E_tot**: -3685.53419 Eh
**Net charge**: +1
**Orbital gap**: 4.47 eV

Mulliken population analysis, charges in e, atoms 1 to 4: 1.70, -0.21, -0.61, -0.37

***

(4)
The following is a quantum chemistry calculation of C3H2KLiO3 as an isolated structure, from OMol25.

```
10
Properties=species:S:1:pos:R:3:forces:R:3
O -3.2251 -0.1382 1.4728 -1.201 -0.287 -1.106
C -2.7088 -0.2530 0.4442 2.279 0.615 1.886
C -1.6274 -0.2756 -0.3758 -1.378 -0.519 0.233
H -1.3625 0.7254 -0.7306 0.091 -0.626 -0.403
H -1.4878 -1.2441 -0.8691 0.220 0.741 -0.388
C 1.6761 0.1959 -0.8075 1.579 0.612 0.488
O 1.5504 -0.1508 0.4005 -0.845 -0.340 0.449
O 2.6604 0.7367 -1.2985 -0.882 -0.299 -0.496
K 4.5129 0.9604 0.4122 -0.039 -0.032 -0.029
Li 0.0119 -0.5568 1.3518 0.177 0.136 -0.634
```
Positions in Å, forces in eV/Å.

Values from the calculation:
**Lowest unoccupied orbital energy (spin up / spin down)**: -3.523 / -3.854 eV
**HOMO level (spin up / spin down)**: -0.41124 / -0.48708 hartree
**2S+1**: 2
**E_tot**: -948.49715 Eh
**Net charge**: +1
**Expectation value of S²**: 0.753
**Orbital gap (spin up / spin down)**: 7.67 / 9.40 eV

Mulliken population analysis, charges in e, atoms 1 to 4: -0.30, 0.85, -1.39, 0.40

***

(5)
The following is a quantum chemistry calculation of C11H20N2O6P2Pd as an isolated structure, from OMol25.

```
42
Properties=species:S:1:pos:R:3:forces:R:3
Pd -0.2190 0.0096 0.2065 0.106 0.605 -0.068
C 2.3395 2.6799 0.4332 0.029 0.069 -0.008
N 1.1668 2.4797 1.2349 0.011 -0.222 -0.058
C 1.3996 2.5983 2.6408 0.043 0.036 0.047
C -0.0025 3.1975 0.7844 -0.036 0.152 0.000
C -0.4258 2.8996 -0.6401 0.005 0.022 0.017
C -0.6061 3.9883 -1.4902 0.002 -0.018 -0.044
C -1.0612 3.8229 -2.7944 0.005 -0.088 0.024
C -1.3271 2.5292 -3.2278 0.015 0.063 0.020
C -1.1300 1.4478 -2.3745 0.000 -0.058 -0.046
C -0.6695 1.5602 -1.0447 -0.007 -0.088 0.214
H 2.7583 3.7057 0.5341 -0.015 0.005 -0.007
H 2.0926 2.5079 -0.6136 0.012 -0.008 -0.006
H 3.1109 1.9622 0.7201 -0.014 0.000 0.018
H 1.6754 3.6305 2.9551 -0.008 0.006 -0.015
H 2.2098 1.9297 2.9405 -0.003 0.000 -0.003
H 0.5012 2.3061 3.1876 0.002 -0.007 0.002
H 0.1526 4.2961 0.8902 -0.017 -0.019 0.014
H -0.8214 2.9214 1.4561 0.001 -0.036 -0.002
H -0.3857 4.9892 -1.1232 -0.003 0.006 0.001
H -1.1997 4.6770 -3.4493 -0.003 0.005 -0.004
H -1.6889 2.3586 -4.2389 0.002 0.002 -0.006
H -1.3502 0.4580 -2.7637 -0.007 0.005 -0.005
N -0.7962 -4.4827 -0.5204 -0.052 0.054 -0.016
C -0.2390 -3.5128 0.5060 0.032 -0.053 0.017
C 0.3307 -4.3371 1.6628 -0.016 -0.024 -0.004
P -1.7889 -2.7033 1.1544 0.007 0.087 0.124
O -2.4128 -1.8949 -0.0800 -0.255 -0.111 -0.259
O -2.6653 -3.9245 1.3210 -0.018 -0.016 0.030
O -1.3937 -1.8080 2.2734 -0.047 -0.047 0.045
P 1.2070 -2.7783 -0.4070 0.055 -0.134 -0.010
O 0.5352 -2.0929 -1.7050 0.050 -0.107 -0.179
O 1.8663 -4.0341 -0.9239 0.039 0.035 0.013
O 1.8854 -1.7985 0.4843 -0.059 -0.010 -0.069
H -1.6031 -4.9321 -0.0602 0.019 -0.041 -0.002
H -0.0126 -5.0594 -0.8464 -0.008 -0.020 0.027
H -1.1329 -3.9185 -1.3036 0.012 0.012 -0.001
H -0.4534 -4.9305 2.1403 -0.009 0.019 -0.012
H 0.7274 -3.6377 2.3962 0.010 0.000 -0.001
H 1.1414 -4.9817 1.3149 0.017 0.014 -0.010
H -1.9985 -0.9774 -0.1533 0.277 -0.106 -0.003
H 0.2833 -1.1514 -1.4767 -0.173 0.016 0.224
```
Positions in Å, forces in eV/Å.

Values from the calculation:
**Lowest unoccupied orbital energy**: 5.428 eV
**HOMO level**: 0.00796 hartree
**E_tot**: -1802.89091 Eh
**Net charge**: -2
**Orbital gap**: 5.21 eV

Mulliken population analysis, charges in e, atoms 1 to 4: -0.98, -1.12, 0.57, -1.17

***

(6)
The following is a quantum chemistry calculation of the molecule C15H21ClN2O3, from OMol25.

```
42
Properties=species:S:1:pos:R:3:forces:R:3
C -0.6176 -1.0499 -2.2902 -0.175 -0.049 -0.096
H -0.3264 -1.1553 -3.3330 0.090 -0.011 -0.088
C -2.1296 -1.1954 -2.1652 0.075 0.055 0.213
H -2.4399 -2.1360 -2.6267 -0.081 0.016 -0.049
C -2.6740 -1.1763 -0.7307 -0.054 -0.001 -0.068
C -2.2975 -2.4359 0.0475 -0.129 0.238 -0.171
H -1.2191 -2.5411 0.1282 0.125 -0.065 0.040
H -2.6887 -3.3141 -0.4603 -0.019 -0.113 0.007
H -2.7232 -2.4058 1.0488 -0.035 -0.088 0.179
H -3.7668 -1.1375 -0.8030 0.140 0.014 0.020
C -2.2639 0.0965 0.0435 -0.152 -0.006 -0.245
N -0.9339 0.0372 0.5986 -0.098 -0.202 -0.090
C -0.0712 1.0876 0.4252 0.046 -0.352 0.338
O -0.2612 1.9704 -0.3874 -0.050 0.362 -0.353
N 1.0306 1.0421 1.2359 0.096 -0.004 0.269
H 1.2207 0.1868 1.7347 -0.063 0.014 -0.088
C 2.1765 1.8896 0.9636 -0.040 0.066 -0.071
C 3.2114 1.1693 0.1370 0.051 0.053 0.095
C 4.4234 0.7703 0.6831 -0.140 0.085 -0.081
C 5.3457 0.0701 -0.0751 0.077 -0.099 -0.139
C 5.0444 -0.2414 -1.3904 -0.091 0.111 0.192
C 3.8379 0.1450 -1.9536 0.040 -0.024 -0.002
C 2.9297 0.8498 -1.1870 0.076 0.000 0.039
H 1.9902 1.1625 -1.6166 -0.142 0.039 -0.070
H 3.6166 -0.1010 -2.9801 0.008 -0.034 -0.103
Cl 6.1898 -1.1215 -2.3422 0.131 -0.103 -0.116
H 6.2894 -0.2339 0.3500 0.090 -0.045 0.006
H 4.6567 1.0132 1.7098 0.019 0.034 0.115
H 2.6026 2.2219 1.9141 -0.006 0.042 -0.125
H 1.7883 2.7528 0.4169 0.103 -0.045 0.169
H -0.8270 -0.5342 1.4213 0.061 0.117 -0.017
C -3.3114 0.3974 1.1095 -0.019 0.015 -0.066
O -4.4975 0.4054 0.9143 -0.012 0.042 0.002
O -2.7569 0.6465 2.3026 0.278 -0.008 0.007
C -3.6576 0.9819 3.3500 -0.380 0.031 0.153
H -3.0537 1.0925 4.2469 -0.020 -0.002 -0.051
H -4.4006 0.1921 3.4778 0.059 0.085 0.027
H -4.1738 1.9150 3.1183 0.031 -0.065 0.036
H -2.2670 0.9499 -0.6488 -0.068 -0.133 0.174
H -2.6027 -0.3848 -2.7234 -0.080 -0.017 -0.057
H -0.2975 -0.0714 -1.9478 0.122 0.115 0.006
H -0.0951 -1.8103 -1.7158 0.134 -0.065 0.058
```
Positions in Å, forces in eV/Å.

Values from the calculation:
**SMILES string**: CC[C@@H](C)[C@H](NC(=O)NCc1ccc(Cl)cc1)C(=O)OC
**Lowest unoccupied orbital energy**: 0.547 eV
**HOMO level**: -0.33160 hartree
**E_tot**: -1379.66142 Eh
**Net charge**: 0
**Orbital gap**: 9.57 eV

Mulliken population analysis, charges in e, atoms 1 to 4: -0.99, 0.48, -0.80, 0.38